1.
Density functional theory data (the ωB97M-V functional and the def2-TZVPD basis) for C25H28AsFeN4O2S as an isolated structure.

Summary:
Frontier orbital gap (spin up / spin down), Ha: 0.31572 / 0.25181
Energy above the lowest of the compared OMol25 structures with the same formula, charge and spin, kJ/mol: 65.9
Total charge: +2
2S+1: 6
HOMO energy (spin up / spin down), eV: -14.76 / -14.80

Last column: Mulliken spin population.
CARTESIAN COORDINATES (ANGSTROEM)
Fe 0.49122 0.11030 -1.09873  4.17
O -3.23880 -1.02966 -1.72720  0.04
C -2.05029 -0.90874 -1.76408  0.02
N -1.30549 0.26930 -1.72124  0.20
C -1.73185 1.48933 -2.25194  0.00
O -2.86011 1.84562 -2.42217  0.05
C -0.54035 2.31900 -2.67337  0.02
C -0.72645 3.52440 -3.31694  0.01
C 0.39145 4.22111 -3.75464  0.00
C 1.65019 3.68666 -3.52762  0.00
C 1.75383 2.48061 -2.85809  0.02
N 0.68111 1.80268 -2.43905  0.05
C -1.12036 -2.09060 -1.93975  0.01
C -1.62025 -3.32139 -2.30450  0.00
C -0.72758 -4.35893 -2.54579  0.00
C 0.63129 -4.12644 -2.40473  0.00
C 1.05914 -2.86792 -2.01958  0.02
N 0.20282 -1.86510 -1.79051  0.04
H -1.73437 3.88260 -3.47422  0.00
H 0.28074 5.16402 -4.27292  0.00
H 2.54489 4.19034 -3.86454  0.00
H 2.72344 2.03996 -2.66021  0.00
H -2.69035 -3.43819 -2.40876  0.00
H -1.08942 -5.33276 -2.84768  0.00
H 1.35947 -4.90199 -2.59494  0.00
H 2.11276 -2.65471 -1.89119  0.00
S 2.55394 3.36748 1.39658  0.01
C 2.33808 1.92337 0.53698  0.01
N 1.10239 1.53506 0.34546  -0.01
C 0.20253 2.44979 0.90644  -0.01
C -1.19260 2.36496 0.89714  0.02
C -1.90977 3.37627 1.49817  0.00
C -1.26702 4.45936 2.11521  0.00
C 0.10726 4.54980 2.14143  0.00
C 0.83494 3.53219 1.52530  0.00
H 3.19198 1.36034 0.18403  0.00
H -1.70242 1.53101 0.43431  0.02
H -2.99052 3.33198 1.49505  0.00
H -1.86019 5.23445 2.58034  0.00
H 0.60483 5.38143 2.62108  0.00
C -1.53952 -0.25588 3.36033  0.00
C -0.07499 -0.40329 2.96272  0.04
As 0.14732 -1.21521 1.20693  0.14
C -0.82469 -2.90794 1.30066  0.05
C -0.63375 -3.71709 2.58187  0.02
C 2.08226 -1.60160 1.13011  0.04
C 2.52508 -3.02244 1.45900  0.01
H -1.61418 0.21644 4.33918  0.00
H -2.04116 -1.22086 3.42546  0.00
H -2.08953 0.36396 2.65233  0.00
H 0.47456 -1.03924 3.66018  0.01
H 0.43477 0.56071 2.93230  0.00
H -0.55084 -3.48565 0.41639  0.00
H -1.87277 -2.62441 1.17754  0.00
H 0.33956 -4.19840 2.62215  0.00
H -1.39071 -4.50009 2.62537  0.00
H -0.74977 -3.10861 3.47761  0.00
H 2.54165 -0.88032 1.80932  0.00
H 2.43579 -1.33342 0.12273  0.00
H 2.34048 -3.25845 2.50521  0.00
H 3.59477 -3.13350 1.28194  0.00
H 2.00557 -3.76171 0.84753  0.00

***

2.
Density functional theory data (the ωB97M-V functional and the def2-TZVPD basis) for C25H28B2CsF8N2O6Sb as an isolated structure at a distorted geometry.

Summary:
Frontier orbital gap, Ha: 0.22837
Energy above the lowest of the compared OMol25 structures with the same formula, charge and spin, kJ/mol: 179.6
Total charge: -2
2S+1: 1
HOMO energy, eV: -3.06

Last column: Löwdin charge in e.
CARTESIAN COORDINATES (ANGSTROEM)
Cs -0.96312 -0.53575 0.61778  1.40
O 0.93563 1.20090 5.49659  0.09
C 0.18933 0.90155 4.43339  -0.49
O 0.19620 1.45290 3.36856  0.12
C -0.73852 -0.25215 4.75722  -0.14
C -1.17340 -0.49727 6.05563  0.02
C -2.05252 -1.53631 6.26860  -0.04
C -2.43622 -2.32358 5.19253  -0.01
C -1.91346 -2.03005 3.95190  -0.20
N -1.09721 -1.00864 3.72966  0.17
C -2.15725 -2.87982 2.71387  -0.51
O -3.05079 -3.88684 2.79301  0.13
O -1.56026 -2.68881 1.70490  -0.28
H 1.80576 1.56510 5.15358  0.10
H -0.81371 0.12351 6.86360  0.12
H -2.42943 -1.74760 7.26069  0.11
H -3.10721 -3.15773 5.36028  0.11
H -3.47396 -3.90189 3.65849  0.09
C 1.46139 -4.98857 0.87009  -0.33
Sb 1.41169 -3.11646 1.92649  1.34
C 0.73781 -4.14245 3.74570  -0.33
C 3.45854 -3.27517 2.53927  -0.33
H 1.77596 -5.77962 1.55696  -0.01
H 2.17189 -4.88757 0.04758  0.00
H 0.48015 -5.22712 0.44960  0.00
H 1.49804 -4.88084 4.01703  -0.01
H -0.20712 -4.67052 3.56630  -0.01
H 0.61503 -3.44521 4.58358  -0.01
H 3.73412 -4.33159 2.60641  0.00
H 3.58629 -2.78143 3.50458  -0.01
H 4.09353 -2.77136 1.80561  0.01
C 2.30370 4.31751 -5.22502  -0.07
C 1.54430 3.01364 -5.13537  -0.24
C 1.94565 1.92922 -5.90696  -0.07
C 1.31304 0.70019 -5.77516  -0.08
C 0.22997 0.57459 -4.92849  -0.01
C -0.21589 1.66551 -4.18264  -0.19
N -1.33506 1.46795 -3.34930  0.11
C -2.38366 2.35125 -3.15742  -0.20
C -2.68162 3.33552 -4.11112  -0.05
C -3.74423 4.20472 -3.92722  -0.11
C -4.54716 4.11372 -2.79470  -0.12
C -4.25792 3.13272 -1.85459  -0.04
C -3.20004 2.24539 -2.01213  -0.07
C -2.97043 1.20153 -0.93231  -0.71
O -2.37364 0.13126 -1.28388  -0.41
O -3.37690 1.44991 0.21771  -0.07
C 0.47965 2.88032 -4.23110  -0.17
C 0.16295 4.00708 -3.28013  -0.04
H 2.96333 4.31573 -6.09438  0.07
H 2.92475 4.47837 -4.33897  0.08
H 1.63405 5.17764 -5.30547  0.07
H 2.78580 2.04071 -6.58548  0.10
H 1.66547 -0.16229 -6.32795  0.10
H -0.27236 -0.37854 -4.80874  0.12
H -1.37539 0.65495 -2.74244  0.11
H -2.06785 3.39834 -5.00326  0.11
H -3.94802 4.95778 -4.68102  0.09
H -5.37765 4.79413 -2.64635  0.08
H -4.85095 3.03124 -0.95262  0.11
H -0.46438 4.77943 -3.73503  0.08
H 1.08215 4.48371 -2.93761  0.07
H -0.36858 3.64246 -2.40276  0.09
F 2.49140 -0.44080 3.83058  0.08
B 3.69178 0.15101 4.29919  -1.18
F 4.14144 -0.53792 5.44232  0.09
F 4.66205 0.18590 3.30659  0.12
F 3.38628 1.53077 4.69756  0.04
F 1.91145 -2.63612 -0.93410  0.00
B 1.89158 -2.66141 -2.35763  -1.22
F 2.25426 -1.39398 -2.85791  0.08
F 2.79728 -3.65222 -2.81462  0.07
F 0.57217 -2.98054 -2.77951  0.06

***

3.
Density functional theory data (the ωB97M-V functional and the def2-TZVPD basis) for C25H28BCuN10 as an isolated structure.

Summary:
Frontier orbital gap, Ha: 0.17373
Energy above the lowest of the compared OMol25 structures with the same formula, charge and spin, kJ/mol: 0.0
Total charge: +2
2S+1: 1
HOMO energy, eV: -13.88

Last column: Löwdin charge in e.
CARTESIAN COORDINATES (ANGSTROEM)
Cu -0.31954 -1.01471 -0.02485  0.67
C -1.50620 -0.55801 3.24478  0.00
C -0.53024 0.40484 2.66057  -0.31
C -0.09321 1.63516 3.14361  0.03
C 0.81423 2.10733 2.21134  0.00
N 0.91659 1.21319 1.21660  0.06
N 0.10087 0.16100 1.50686  0.03
B 1.78028 1.09415 -0.07934  -0.63
N 2.31810 -0.38361 -0.04640  0.05
C 3.56642 -0.80116 0.16401  0.01
C 3.55679 -2.17533 0.31419  0.04
C 2.23012 -2.56554 0.20207  -0.27
C 1.69776 -3.95180 0.30810  -0.01
N 1.49621 -1.45852 -0.04300  0.01
N 0.85385 1.18237 -1.32828  0.04
C 0.71207 2.15642 -2.23853  -0.01
C -0.24756 1.76630 -3.15310  0.03
C -0.66965 0.50283 -2.73337  -0.31
C -1.69310 -0.40153 -3.33104  0.00
N 0.01849 0.16390 -1.63965  0.04
N 2.89821 2.05995 -0.18811  -0.02
C 3.78757 2.15983 -1.21928  -0.09
C 4.62749 3.19992 -0.94476  0.00
C 4.18166 3.71050 0.29812  -0.33
C 4.74952 4.85025 1.07754  -0.02
N 3.14921 3.02282 0.74635  0.12
H -1.65522 -0.34650 4.30084  0.10
H -1.14590 -1.58433 3.15753  0.09
H -2.48023 -0.48721 2.75575  0.08
H -0.36674 2.10064 4.07428  0.12
H 1.43001 2.98977 2.19022  0.12
H 4.37979 -0.09496 0.18891  0.15
H 4.40084 -2.82311 0.47380  0.13
H 2.53086 -4.64278 0.41024  0.10
H 1.14855 -4.25238 -0.58436  0.08
H 1.07659 -4.07949 1.19760  0.09
H 1.31558 3.04806 -2.18768  0.14
H -0.57278 2.30390 -4.02656  0.12
H -1.93441 -0.08175 -4.34188  0.10
H -2.62123 -0.39175 -2.75477  0.07
H -1.32689 -1.42778 -3.38422  0.09
H 3.75058 1.48655 -2.06180  0.13
H 5.44822 3.55658 -1.54233  0.11
H 5.38511 5.46793 0.44666  0.08
H 5.35375 4.48621 1.90878  0.09
H 3.95587 5.47335 1.48624  0.08
N -1.15969 -2.88379 -0.18557  0.11
C -2.60878 -2.72032 -0.17022  -0.20
C -3.51267 -3.73726 -0.25416  0.04
C -4.89646 -3.44268 -0.23670  -0.01
C -5.33736 -2.15262 -0.14247  0.02
C -4.41277 -1.08259 -0.05804  -0.12
C -4.76858 0.28266 0.02829  0.06
C -3.79165 1.24131 0.09132  0.02
C -2.44464 0.85637 0.08008  -0.05
N -2.09696 -0.41287 0.01087  0.03
C -3.04416 -1.39402 -0.06865  -0.16
H -0.85729 -3.49189 0.57152  0.11
H -0.85983 -3.33205 -1.04934  0.13
H -3.18191 -4.76539 -0.33579  0.14
H -5.60560 -4.25553 -0.30227  0.13
H -6.39651 -1.93149 -0.13319  0.14
H -5.81483 0.56140 0.03997  0.14
H -4.03217 2.29265 0.15216  0.13
H -1.64644 1.58663 0.13054  0.14